Entry 1:
C21H19N3O5 in the gas phase in a non-equilibrium geometry, computed with ωB97M-V with the def2-TZVPD basis set.

Structure (XYZ):
```
48
Properties=species:S:1:pos:R:3:lowdin_charge:R:1
C -2.4701 -3.4800 -0.3091 -0.07
C -0.9825 -3.1744 -0.4291 -0.24
N -0.7121 -2.1304 -1.4049 -0.17
C 0.6945 -1.9496 -1.6612 -0.15
C 1.4489 -1.1761 -0.5827 -0.10
C 2.7338 -0.8630 -0.8176 0.02
C 3.6813 -0.0447 -0.0731 -0.18
C 3.7339 0.0482 1.3206 0.00
C 4.6808 0.8421 1.9476 -0.05
C 5.6057 1.5554 1.2097 0.01
C 5.5699 1.4518 -0.1767 -0.15
N 6.5330 2.1772 -0.9676 -0.36
O 6.4677 2.0697 -2.1741 0.08
O 7.3506 2.8523 -0.3795 0.08
C 4.6321 0.6583 -0.8160 0.05
C 0.6362 -0.7455 0.5731 -0.31
O 1.0144 -0.7559 1.7311 0.09
C -0.7338 -0.2913 0.2101 -0.11
C -1.3594 0.5140 1.0827 0.03
C -2.6955 1.0757 0.9893 -0.19
C -3.4197 1.2892 2.1688 -0.01
C -4.7054 1.7973 2.1419 -0.05
C -5.2985 2.1293 0.9365 0.01
C -4.5730 1.9466 -0.2337 -0.14
N -5.1659 2.3080 -1.4999 -0.36
O -4.5226 2.0867 -2.5038 0.09
O -6.2695 2.8070 -1.4818 0.09
C -3.2871 1.4261 -0.2217 0.06
C -1.2983 -0.8475 -1.0717 -0.14
H -2.9069 -3.5806 -1.2991 0.08
H -2.9977 -2.6999 0.2343 0.07
H -2.6053 -4.4143 0.2293 0.07
H -0.5756 -2.9224 0.5660 0.12
H -0.4667 -4.0720 -0.7812 0.12
H 0.7900 -1.4107 -2.6116 0.13
H 1.1630 -2.9290 -1.7913 0.13
H 3.1293 -1.1979 -1.7725 0.13
H 3.0303 -0.5105 1.9152 0.10
H 4.6984 0.8967 3.0251 0.11
H 6.3533 2.1775 1.6766 0.12
H 4.6427 0.6071 -1.8950 0.13
H -0.8180 0.7518 1.9922 0.13
H -2.9632 1.0359 3.1142 0.12
H -5.2472 1.9410 3.0639 0.11
H -6.2983 2.5312 0.8850 0.12
H -2.7549 1.3422 -1.1549 0.12
H -1.0813 -0.1684 -1.9047 0.14
H -2.3813 -0.9540 -0.9987 0.12
```

Kohn-Sham gap = 8.15 eV
E_tot = -1351.887603 Eh
E_HOMO = -9.1 eV
ΔE to the lowest compared entry with this formula, charge and spin = 189.2 kcal/mol
SMILES = CCN1C/C(=C/c2cccc([N+](=O)[O-])c2)C(=O)/C(=C/c2cccc([N+](=O)[O-])c2)C1


Entry 2:
C21H19NO6 in the gas phase in a non-equilibrium geometry, computed with ωB97M-V with the def2-TZVPD basis set.

Structure (XYZ):
```
47
Properties=species:S:1:pos:R:3:lowdin_charge:R:1
C -4.5734 -0.2522 3.2786 0.02
C -5.1782 0.3510 2.2742 -0.17
C -4.5486 1.4346 1.4425 -0.14
C -4.2725 0.8921 0.0685 -0.15
C -5.1532 1.0628 -0.9837 -0.02
C -4.9071 0.5112 -2.2394 -0.07
C -3.7693 -0.2262 -2.4619 -0.02
C -2.8529 -0.4239 -1.4207 -0.13
C -1.6468 -1.1692 -1.5598 0.09
C -0.7936 -1.3413 -0.5184 0.00
C 0.4708 -2.1066 -0.7772 -0.44
O 0.7253 -2.5298 -1.8904 0.06
N 1.2607 -2.3037 0.2953 0.09
C 2.5963 -2.8226 0.1483 -0.08
C 3.6114 -1.7304 0.2954 -0.23
C 4.9489 -1.7572 0.5964 0.00
C 5.3803 -0.4175 0.5781 0.03
C 4.2724 0.3358 0.2702 -0.17
C 4.1271 1.7842 0.1327 -0.44
O 5.0374 2.5699 0.2534 0.12
O 2.8638 2.1249 -0.1443 0.01
C 2.5880 3.5142 -0.3113 -0.22
C 1.3555 3.6592 -1.1858 -0.06
O 3.2022 -0.4716 0.0988 0.12
C -1.1055 -0.7499 0.7785 -0.37
O -0.4339 -0.8347 1.7862 0.11
O -2.2548 -0.0338 0.8702 0.14
C -3.1149 0.1351 -0.1599 -0.13
H -5.0515 -1.0352 3.8425 0.05
H -3.5731 0.0121 3.5785 0.06
H -6.1775 0.0637 1.9733 0.10
H -3.6151 1.7528 1.9067 0.12
H -5.2280 2.2862 1.3706 0.12
H -6.0519 1.6404 -0.8251 0.12
H -5.6171 0.6672 -3.0370 0.11
H -3.5636 -0.6608 -3.4277 0.12
H -1.3926 -1.6107 -2.5141 0.14
H 1.0110 -1.8375 1.1626 0.12
H 2.7872 -3.6073 0.8870 0.14
H 2.6563 -3.2586 -0.8573 0.13
H 5.5414 -2.6247 0.8013 0.11
H 6.3641 -0.0405 0.7660 0.12
H 3.4624 3.9976 -0.7609 0.12
H 2.4207 3.9555 0.6782 0.13
H 1.1093 4.7110 -1.2995 0.08
H 1.5375 3.2276 -2.1666 0.08
H 0.5145 3.1424 -0.7308 0.07
```

Kohn-Sham gap = 8.11 eV
E_tot = -1317.852537 Eh
E_HOMO = -8.7 eV
ΔE to the lowest compared entry with this formula, charge and spin = 22.4 kcal/mol
SMILES = C=CCc1cccc2cc(C(=O)NCc3ccc(C(=O)OCC)o3)c(=O)oc12


Entry 3:
C21H20Cl3F12GeNO5S2SeV as an isolated structure, computed with ωB97M-V with the def2-TZVPD basis set.

Structure (XYZ):
```
67
Properties=species:S:1:pos:R:3:lowdin_charge:R:1
V -0.7764 0.7275 0.9391 0.57
O -0.7776 4.0869 2.8051 -0.25
Cl -0.5360 2.6992 2.9685 0.74
O 0.0564 2.3905 4.2116 -0.24
O -1.7399 1.9201 2.7179 -0.34
O 0.3559 2.2307 1.8603 -0.51
F -5.3480 2.7081 -3.1388 0.14
C -4.7314 1.8331 -2.3227 -0.60
F -5.6492 1.3743 -1.4578 0.15
F -4.3414 0.7930 -3.0797 0.14
C -3.5725 2.4749 -1.6150 -0.10
C -3.2818 3.8147 -1.7756 0.03
C -2.1997 4.3823 -1.1107 -0.02
C -1.4208 3.5772 -0.3124 -0.12
N -1.7101 2.2798 -0.1519 -0.12
C -2.7647 1.7187 -0.7577 -0.61
S -2.9194 0.0759 -0.2732 0.80
H -3.9012 4.4181 -2.4249 0.13
H -1.9626 5.4299 -1.2189 0.12
H -0.5518 3.9473 0.2118 0.11
Cl 1.6037 -0.4485 1.8578 0.86
C 2.8689 0.5163 1.1654 -0.61
C 4.1328 0.3916 1.7162 -0.09
C 5.1873 1.1060 1.1805 -0.07
C 4.9736 1.9363 0.0927 -0.10
C 3.7047 2.0490 -0.4452 -0.67
Cl 3.4790 3.0885 -1.8129 0.69
C 2.6029 1.3517 0.0766 -0.64
S 1.0430 1.5626 -0.7002 0.70
H 4.2763 -0.2649 2.5634 0.11
H 6.1758 1.0157 1.6095 0.11
H 5.7815 2.5051 -0.3459 0.11
F -0.0477 -0.5092 4.3176 0.13
C -1.3467 -0.7593 4.4804 -0.55
F -1.9351 0.3489 4.9210 0.18
F -1.4582 -1.6758 5.4519 0.17
C -1.9527 -1.2692 3.1084 -0.24
O -1.2760 -0.7440 2.0400 -0.32
C -1.7594 -2.8268 3.0676 -0.55
F -2.1404 -3.3222 1.8872 0.15
F -0.4563 -3.1181 3.2202 0.16
F -2.4554 -3.4794 3.9955 0.18
C -3.4957 -0.9919 3.1067 -0.56
F -4.1049 -1.7076 2.1507 0.15
F -4.0367 -1.3498 4.2796 0.18
F -3.7770 0.2856 2.8968 0.17
C 3.9176 -2.9332 -2.8711 -0.21
Ge 2.1604 -2.0816 -2.9824 0.76
C 0.8598 -3.3058 -3.7829 -0.22
C 2.2424 -0.4069 -3.9801 -0.21
C 1.6332 -1.6303 -1.1326 -0.56
Se -0.1990 -0.9654 -1.0684 0.87
C -0.8734 -2.7055 -0.5501 -0.33
H 4.2670 -3.1993 -3.8696 0.02
H 3.8711 -3.8425 -2.2710 0.02
H 4.6466 -2.2582 -2.4217 0.02
H 1.1076 -3.4486 -4.8357 0.02
H -0.1535 -2.9069 -3.7277 0.01
H 0.8818 -4.2829 -3.2981 0.02
H 2.4354 -0.6037 -5.0357 0.02
H 3.0386 0.2318 -3.5947 0.01
H 1.3010 0.1354 -3.8942 0.01
H 2.3032 -0.8545 -0.7834 -0.03
H 1.7043 -2.4718 -0.4448 0.03
H -0.5229 -3.4084 -1.3035 0.03
H -1.9575 -2.6757 -0.5351 0.02
H -0.4789 -2.9587 0.4258 0.02
```

Kohn-Sham gap (alpha / beta) = 5.86 / 7.75 eV
E_tot = -10040.740625 Eh
E_HOMO (alpha / beta) = -8.5 / -8.6 eV
Spin multiplicity = 2
ΔE to the lowest compared entry with this formula, charge and spin = 21.3 kcal/mol


Entry 4:
C21H20Cl5GaN2O3 as an isolated structure, computed with ωB97M-V with the def2-TZVPD basis set.

Structure (XYZ):
```
52
Properties=species:S:1:pos:R:3:lowdin_charge:R:1
Ga 0.7020 -0.4734 1.3984 0.44
Cl 5.6303 -1.4895 6.1113 0.76
C 4.1999 -1.1316 5.2550 -0.69
C 4.0663 -1.5416 3.9340 -0.69
Cl 5.2972 -2.4115 3.1250 0.76
C 2.8939 -1.2227 3.2693 -0.50
Cl 2.6856 -1.7110 1.5822 0.94
C 1.8528 -0.5113 3.8449 -0.40
O 0.7143 -0.2353 3.1667 -0.11
C 1.9939 -0.1123 5.1674 -0.61
Cl 0.7098 0.7569 5.8928 0.78
C 3.1574 -0.4229 5.8686 -0.68
Cl 3.3114 0.0697 7.4906 0.77
N -1.1356 -0.8177 1.0227 0.23
C -2.2167 -1.1858 1.2575 -0.12
N -3.4008 -1.5856 1.5123 -0.03
C -4.1780 -2.4679 0.5938 -0.05
C -5.4557 -1.7409 0.2129 -0.17
O -6.1625 -1.3318 1.3647 -0.10
C -5.4318 -0.4120 2.1498 -0.17
C -4.1717 -1.0641 2.6840 -0.05
H -4.4043 -3.3794 1.1444 0.15
H -3.5733 -2.7084 -0.2773 0.14
H -6.1008 -2.4214 -0.3375 0.14
H -5.2249 -0.8788 -0.4246 0.14
H -6.0666 -0.1136 2.9802 0.15
H -5.1772 0.4780 1.5616 0.14
H -4.4229 -1.9245 3.3016 0.15
H -3.5523 -0.3739 3.2516 0.14
C 2.2226 1.6077 -6.4572 -0.01
C 1.8794 1.5271 -5.0069 -0.18
C 2.7650 0.9378 -4.0947 0.03
C 2.4618 0.8161 -2.7620 -0.14
C 3.4918 0.2318 -1.8347 -0.01
C 1.1751 1.2850 -2.3152 -0.09
C 0.6728 1.0350 -1.0499 -0.08
O 1.2813 0.3731 -0.1249 -0.08
C 0.2935 1.9652 -3.2326 -0.16
C -1.0019 2.5979 -2.7921 -0.02
C 0.6656 2.0560 -4.5456 0.02
H 3.2832 1.4492 -6.6356 0.09
H 1.9192 2.5640 -6.8825 0.10
H 1.6716 0.8318 -6.9980 0.11
H 3.7283 0.5912 -4.4498 0.13
H 4.4679 0.2465 -2.3134 0.10
H 3.2568 -0.8094 -1.5987 0.09
H 3.5531 0.7788 -0.8972 0.09
H -0.3202 1.4102 -0.8083 0.13
H -1.7093 1.8680 -2.3928 0.09
H -1.4852 3.0835 -3.6356 0.09
H -0.8275 3.3558 -2.0267 0.10
H 0.0152 2.5621 -5.2496 0.14
```

Kohn-Sham gap = 6.86 eV
Net charge = +2
E_tot = -5372.677922 Eh
E_HOMO = -13.9 eV
ΔE to the lowest compared entry with this formula, charge and spin = 3.1 kcal/mol